# C27H69BN8O6PS

A cluster of 6 separate species, C27H69BN8O6PS in total (wB97M-V/def2-TZVPD, the OMol25 dataset).

## Properties
- LUMO: -4.4033 eV
- Maximum force: 0.8 eV/Å
- Total charge: +1
- Total energy: -2723.73499 hartree
- Gap between HOMO and LUMO: 6.539 eV

Last columns: bonded neighbours and bond lengths (Å).
Cartesian coordinates (Å):
1 C 0.4872 -3.5387 3.2659  B2 1.546, H15 1.090, H16 1.090, H17 1.097
2 B -0.5007 -3.1328 2.1488  C1 1.546, O3 1.366, C4 1.607
3 O -0.3541 -3.4982 0.8404  B2 1.366, H18 0.975
4 C -1.7904 -2.2173 2.4311  B2 1.607, C5 1.407, N14 1.329
5 C -3.0543 -2.5481 1.9095  C4 1.407, C6 1.372, H19 1.084
6 C -4.1480 -1.7425 2.1025  C5 1.372, C7 1.495, C10 1.400
7 C -5.5014 -2.0831 1.5662  C6 1.495, C8 1.544, H20 1.094, H21 1.090
8 C -6.4359 -2.6467 2.6581  C7 1.544, N9 1.448, H22 1.088, H23 1.095
9 N -6.0820 -3.9551 3.1661  C8 1.448, H24 1.010, H25 1.009
10 C -3.8944 -0.5692 2.8230  C6 1.400, P11 1.846, N13 1.327
11 P -5.0360 0.8228 3.2309  C10 1.846, S12 1.929, H26 1.398, H27 1.399
12 S -4.0252 2.3549 3.8247  P11 1.929
13 N -2.6705 -0.3478 3.2860  C10 1.327, N14 1.310, H28 1.032
14 N -1.6143 -1.1093 3.1427  C4 1.329, N13 1.310
15 H 1.1328 -4.3437 2.9146  C1 1.090
16 H 0.0326 -3.8159 4.2169  C1 1.090
17 H 1.1354 -2.6745 3.4561  C1 1.097
18 H -0.2227 -2.7195 0.2680  O3 0.975
19 H -3.1547 -3.4603 1.3327  C5 1.084
20 H -5.9599 -1.1849 1.1422  C7 1.094
21 H -5.4061 -2.8076 0.7577  C7 1.090
22 H -7.4450 -2.6947 2.2531  C8 1.088
23 H -6.4528 -1.9483 3.5018  C8 1.095
24 H -5.0889 -4.1143 3.2596  N9 1.010
25 H -6.4997 -4.7079 2.6395  N9 1.009
26 H -5.7817 0.9865 2.0596  P11 1.398
27 H -5.9380 0.2688 4.1455  P11 1.399
28 H -2.5211 0.5379 3.7949  N13 1.032
29 C -1.0733 -3.9565 -2.4379  C30 1.519, H35 1.090, H36 1.092, H37 1.091
30 C -0.5748 -2.7276 -3.1780  C29 1.519, C31 1.526, N34 1.467, H38 1.093
31 C 0.1615 -2.9679 -4.4933  C30 1.526, O32 1.412, H39 1.089, H40 1.099
32 O 1.4673 -3.4856 -4.3461  C31 1.412, C33 1.415
33 C 1.5556 -4.8859 -4.1659  O32 1.415, H41 1.095, H42 1.094, H43 1.089
34 N 0.2154 -2.0158 -2.1676  C30 1.467, H44 1.021, H45 1.018
35 H -0.2454 -4.4481 -1.9264  C29 1.090
36 H -1.7584 -3.5918 -1.6704  C29 1.092
37 H -1.5972 -4.6981 -3.0434  C29 1.091
38 H -1.4395 -2.1035 -3.4182  C30 1.093
39 H 0.2825 -2.0035 -4.9847  C31 1.089
40 H -0.4321 -3.6095 -5.1588  C31 1.099
41 H 0.7828 -5.4086 -4.7383  C33 1.095
42 H 1.4754 -5.1725 -3.1136  C33 1.094
43 H 2.5326 -5.1993 -4.5301  C33 1.089
44 H 0.4689 -1.1007 -2.5433  N34 1.021
45 H 1.1010 -2.5060 -2.0575  N34 1.018
46 C -1.6783 0.1942 -5.9072  C47 1.525, H52 1.089, H53 1.090, H54 1.091
47 C -1.1720 1.3750 -5.0855  C46 1.525, C48 1.533, N51 1.470, H55 1.095
48 C -0.8369 2.6090 -5.9308  C47 1.533, O49 1.411, H56 1.093, H57 1.098
49 O 0.3788 2.5223 -6.6411  C48 1.411, C50 1.415
50 C 0.3255 1.8316 -7.8749  O49 1.415, H58 1.094, H59 1.093, H60 1.089
51 N -0.0351 0.9592 -4.2521  C47 1.470, H61 1.017, H62 1.018
52 H -0.8654 -0.3123 -6.4265  C46 1.089
53 H -2.1584 -0.5378 -5.2582  C46 1.090
54 H -2.4088 0.5142 -6.6515  C46 1.091
55 H -1.9781 1.6740 -4.4075  C47 1.095
56 H -0.7159 3.4591 -5.2543  C48 1.093
57 H -1.6625 2.8495 -6.6141  C48 1.098
58 H -0.6320 1.9948 -8.3793  C50 1.094
59 H 0.4871 0.7574 -7.7529  C50 1.093
60 H 1.1232 2.2267 -8.5015  C50 1.089
61 H 0.2033 1.7267 -3.6283  N51 1.017
62 H 0.7733 0.8538 -4.8612  N51 1.018
63 C 1.1100 1.8544 1.8280  C64 1.525, H69 1.092, H70 1.090, H71 1.091
64 C 1.2333 1.0196 0.5578  C63 1.525, C65 1.531, N68 1.468, H72 1.094
65 C 1.2861 1.8428 -0.7322  C64 1.531, O66 1.416, H73 1.094, H74 1.097
66 O 0.0370 2.3667 -1.1463  C65 1.416, C67 1.415
67 C -0.3509 3.5741 -0.5176  O66 1.415, H75 1.094, H76 1.094, H77 1.089
68 N 0.1614 0.0179 0.5205  C64 1.468, H78 1.019, H79 1.017
69 H 0.0925 2.2254 1.9668  C63 1.092
70 H 1.3580 1.2479 2.6995  C63 1.090
71 H 1.7869 2.7098 1.8091  C63 1.091
72 H 2.1812 0.4757 0.6091  C64 1.094
73 H 1.6067 1.1766 -1.5383  C65 1.094
74 H 2.0314 2.6450 -0.6624  C65 1.097
75 H 0.5150 4.2074 -0.3042  C67 1.094
76 H -0.8998 3.3945 0.4115  C67 1.094
77 H -1.0106 4.1024 -1.2048  C67 1.089
78 H 0.3138 -0.5922 -0.2812  N68 1.019
79 H -0.7046 0.5018 0.2952  N68 1.017
80 C 6.0395 -0.2125 0.5257  C81 1.525, H86 1.090, H87 1.090, H88 1.091
81 C 4.8243 -1.1311 0.5888  C80 1.525, C82 1.533, N85 1.466, H89 1.096
82 C 5.1087 -2.5008 1.2162  C81 1.533, O83 1.410, H90 1.094, H91 1.099
83 O 5.7962 -3.4035 0.3794  C82 1.410, C84 1.416
84 C 7.2038 -3.2545 0.3390  O83 1.416, H92 1.094, H93 1.092, H94 1.089
85 N 4.2394 -1.2429 -0.7508  C81 1.466, H95 1.016, H96 1.016
86 H 6.7143 -0.4963 -0.2817  C80 1.090
87 H 5.7233 0.8131 0.3375  C80 1.090
88 H 6.5983 -0.2287 1.4627  C80 1.091
89 H 4.0819 -0.6457 1.2326  C81 1.096
90 H 4.1485 -2.9807 1.4288  C82 1.094
91 H 5.6361 -2.3887 2.1733  C82 1.099
92 H 7.5970 -2.9465 1.3125  C84 1.094
93 H 7.5188 -2.5327 -0.4182  C84 1.092
94 H 7.6243 -4.2252 0.0819  C84 1.089
95 H 3.3691 -1.7645 -0.6908  N85 1.016
96 H 4.8468 -1.8328 -1.3131  N85 1.016
97 C 0.0227 4.0324 5.5608  C98 1.525, H103 1.090, H104 1.090, H105 1.092
98 C -0.9632 4.4923 4.4917  C97 1.525, C99 1.534, N102 1.464, H106 1.096
99 C -0.3222 5.3165 3.3678  C98 1.534, O100 1.409, H107 1.094, H108 1.100
100 O -0.0133 6.6468 3.7125  C99 1.409, C101 1.416
101 C 1.2103 6.8385 4.3981  O100 1.416, H109 1.095, H110 1.092, H111 1.089
102 N -2.0737 5.1933 5.1386  C98 1.464, H112 1.016, H113 1.016
103 H 0.2836 4.8435 6.2399  C97 1.090
104 H -0.4209 3.2391 6.1623  C97 1.090
105 H 0.9425 3.6487 5.1151  C97 1.092
106 H -1.3738 3.5932 4.0171  C98 1.096
107 H -1.0450 5.3913 2.5498  C99 1.094
108 H 0.5686 4.8075 2.9713  C99 1.100
109 H 1.9734 6.1353 4.0496  C101 1.095
110 H 1.0959 6.7351 5.4796  C101 1.092
111 H 1.5442 7.8525 4.1854  C101 1.089
112 H -2.7884 5.4065 4.4486  N102 1.016
113 H -1.7383 6.1042 5.4397  N102 1.016